No. 1
{"formula": "C4H9N3", "method": "ωB97M-V/def2-TZVPD", "relative_energy_ev": 2.276, "smiles": "CN/N=C\\C=C/N", "e_lumo_ev": 0.9, "total_energy_ha": -322.00672, "largest_force_ev_per_a": 2.9, "homo_lumo_gap_ha": 0.316, "elements": ["C", "N", "N", "C", "C", "C", "N", "H", "H", "H", "H", "H", "H", "H", "H", "H"], "positions_angstrom": [[-1.33824, -0.56697, 1.38291], [-1.25921, 0.50789, 0.46719], [-1.31490, 0.19529, -0.92745], [-0.28590, -0.43251, -1.38937], [1.02259, -0.72177, -0.95973], [1.82451, -0.02740, -0.04224], [1.49568, 1.02603, 0.73138], [-1.32993, -0.21698, 2.42339], [-0.54868, -1.29528, 1.32557], [-2.27064, -1.16463, 1.23264], [-2.05452, 1.12230, 0.62024], [-0.50467, -0.81254, -2.35493], [1.44013, -1.52024, -1.54428], [2.87486, -0.28369, 0.00705], [0.51941, 1.27884, 0.91477], [2.08526, 1.27963, 1.52823]]}


No. 2
{"formula": "C4H9N3", "method": "ωB97M-V/def2-TZVPD", "relative_energy_ev": 1.681, "smiles": "CNCN(C)C#N", "e_lumo_ev": 0.8, "total_energy_ha": -322.02856, "largest_force_ev_per_a": 2.8, "homo_lumo_gap_ha": 0.367, "elements": ["C", "N", "C", "N", "C", "C", "N", "H", "H", "H", "H", "H", "H", "H", "H", "H"], "positions_angstrom": [[2.11794, 0.03291, 0.29659], [1.01242, -0.79682, 0.72868], [-0.30540, -0.10528, 1.00942], [-1.20682, -0.30396, -0.13300], [-0.78007, 0.37671, -1.38014], [-2.49406, -0.16346, 0.29233], [-3.62828, -0.16935, 0.53624], [3.05771, -0.51788, 0.41562], [2.21332, 0.93974, 0.90327], [2.03896, 0.31143, -0.75896], [0.83950, -1.56810, 0.08824], [-0.15061, 0.95422, 1.24246], [-0.68553, -0.62412, 1.89719], [-1.65328, 0.64389, -1.98544], [-0.15611, -0.30512, -1.96470], [-0.21970, 1.29519, -1.18780]]}


No. 3
{"formula": "C4H9N3", "method": "ωB97M-V/def2-TZVPD", "relative_energy_ev": 4.060, "smiles": "[H]/N=C(N)\\C(C)=N\\C", "e_lumo_ev": [0.0, 0.1], "total_energy_ha": -321.94115, "largest_force_ev_per_a": 4.8, "homo_lumo_gap_ha": [0.243, 0.256], "elements": ["H", "N", "C", "N", "C", "C", "N", "C", "H", "H", "H", "H", "H", "H", "H", "H"], "positions_angstrom": [[-0.86629, -2.41493, -0.20908], [0.02396, -2.08920, 0.20452], [-0.10172, -1.00953, 0.98926], [0.05916, -1.04545, 2.35361], [-0.09525, 0.14152, 0.12643], [0.51222, 1.47125, 0.42784], [-0.54292, -0.33347, -1.05043], [-0.19537, 0.40570, -2.25423], [-0.50087, -0.39630, 2.88901], [0.07517, -1.98407, 2.73017], [-0.26079, 2.24307, 0.48731], [1.05235, 1.43519, 1.37606], [1.24052, 1.76365, -0.33455], [-0.62395, -0.10649, -3.11768], [-0.66149, 1.39748, -2.22943], [0.88528, 0.52159, -2.38882]]}


No. 4
{"formula": "C4H9N3", "method": "ωB97M-V/def2-TZVPD", "relative_energy_ev": 2.841, "smiles": "[H]/N=C(\\N)N=C=C.C", "e_lumo_ev": 0.5, "total_energy_ha": -321.98596, "largest_force_ev_per_a": 4.0, "homo_lumo_gap_ha": 0.360, "elements": ["H", "N", "C", "N", "N", "C", "C", "H", "H", "H", "H", "C", "H", "H", "H", "H"], "positions_angstrom": [[-2.40692, 2.88929, -0.43666], [-1.71924, 2.41036, 0.13685], [-1.21987, 1.38849, -0.42049], [-1.47139, 0.94350, -1.70832], [-0.29859, 0.63350, 0.29998], [0.47157, -0.22727, -0.18020], [1.25657, -0.86421, -1.01042], [-2.26094, 1.34176, -2.19068], [-1.29158, -0.02433, -1.92659], [1.27648, -1.93537, -1.06190], [2.01765, -0.33359, -1.55818], [1.15392, -1.26228, 1.95922], [0.74478, -0.21385, 1.79913], [0.47946, -2.02733, 1.59628], [2.17840, -1.43301, 1.65308], [1.08970, -1.28565, 3.04889]]}


No. 5
{"formula": "C4H9N3", "method": "ωB97M-V/def2-TZVPD", "s2": 0.77, "relative_energy_ev": 0.000, "e_lumo_ev": [-5.2, -8.8], "total_energy_ha": -321.68566, "largest_force_ev_per_a": 2.8, "multiplicity": 2, "charge": 1, "homo_lumo_gap_ha": [0.266, 0.133], "elements": ["N", "C", "N", "H", "H", "H", "H", "C", "C", "C", "N", "H", "H", "H", "H", "H"], "positions_angstrom": [[0.46781, 0.19810, 1.78483], [1.17065, -0.55316, 2.69749], [2.42661, -0.40346, 2.81597], [-0.30234, -0.25034, 1.33655], [1.02695, 0.83873, 1.24113], [0.57383, -1.23053, 3.30919], [2.77582, -1.03982, 3.52711], [-1.67822, 0.44776, -2.40141], [-2.19102, 1.30277, -1.46044], [0.41548, -0.45174, -1.81096], [-0.80242, -0.56608, -2.14894], [-1.92115, 0.54750, -3.45492], [-1.95855, 1.19631, -0.40914], [-2.87192, 2.07267, -1.80329], [0.98670, -1.36416, -1.68273], [0.88989, 0.49950, -1.57670]]}


No. 6
{"formula": "C4H9N3", "method": "ωB97M-V/def2-TZVPD", "relative_energy_ev": 3.446, "e_lumo_ev": [-10.4, -10.2], "total_energy_ha": -321.27379, "largest_force_ev_per_a": 3.5, "charge": 2, "homo_lumo_gap_ha": [0.254, 0.280], "elements": ["C", "C", "C", "C", "N", "N", "N", "H", "H", "H", "H", "H", "H", "H", "H", "H"], "positions_angstrom": [[0.41904, 1.37300, -0.36621], [0.74782, 1.34329, 2.08060], [-0.20301, -0.63937, -1.53945], [-0.22958, -2.01971, -1.49451], [0.50066, 1.83546, 0.87189], [0.21842, 0.06396, -0.49125], [0.03039, 1.34093, 3.13913], [0.58985, 2.01746, -1.33949], [-0.56794, -0.22058, -2.45873], [0.44699, -2.52112, -0.79510], [-0.50399, -2.46867, -2.42436], [-1.02876, -2.38798, -0.85687], [0.40055, 2.78943, 1.02933], [0.33074, -0.50652, 0.34192], [0.43856, 1.23400, 4.09936], [-0.97445, 1.64695, 3.11534]]}


No. 7
{"formula": "C4H9N3O", "method": "ωB97M-V/def2-TZVPD", "relative_energy_ev": 7.447, "e_lumo_ev": [-0.1, 0.3], "total_energy_ha": -397.07698, "largest_force_ev_per_a": 4.6, "homo_lumo_gap_ha": [0.299, 0.302], "elements": ["C", "N", "C", "C", "N", "C", "O", "N", "H", "H", "H", "H", "H", "H", "H", "H", "H"], "positions_angstrom": [[-0.28865, -1.75572, -0.03872], [-0.64611, -0.38133, -0.40279], [-0.76079, 0.59732, 0.41214], [1.29281, 0.79826, 0.10172], [-2.64498, -0.56469, -0.58913], [2.33433, 0.01334, 0.34155], [1.34904, 2.10348, -0.25483], [-1.34401, 1.59043, 0.83882], [2.23638, 2.33962, -0.57583], [-2.61015, -0.49649, -1.61037], [-3.09406, 0.31871, -0.32302], [-0.77875, 2.37488, 1.14857], [0.12796, -1.82375, 0.96677], [0.42504, -2.12491, -0.77267], [-1.20077, -2.35013, -0.07148], [2.25801, -1.05898, 0.43569], [3.34470, 0.41996, 0.39358]]}


No. 8
{"formula": "C4H9N3O", "method": "ωB97M-V/def2-TZVPD", "relative_energy_ev": 4.847, "smiles": "C=N/C(N)=C(\\N)CO", "e_lumo_ev": 0.7, "total_energy_ha": -397.17252, "largest_force_ev_per_a": 5.8, "homo_lumo_gap_ha": 0.298, "elements": ["C", "N", "C", "N", "C", "N", "C", "O", "H", "H", "H", "H", "H", "H", "H", "H", "H"], "positions_angstrom": [[-2.07505, 0.10895, 1.10227], [-0.87345, 0.22619, 1.53034], [0.15574, -0.27702, 0.74154], [0.32255, -1.66657, 0.73000], [1.01490, 0.60736, 0.13194], [0.69693, 1.93897, 0.17669], [0.94123, -0.09676, -1.51193], [0.08948, -0.98324, -2.14864], [-2.37715, -0.64401, 0.36016], [-2.86710, 0.65160, 1.62630], [-0.08280, -2.07037, 1.56771], [1.30788, -1.90290, 0.70140], [1.34042, 2.52143, 0.69645], [0.13780, 2.49097, -0.46646], [1.94775, -0.48057, -1.66617], [0.89335, 0.83777, -2.09405], [-0.57249, -1.26180, -1.47756]]}


No. 9
{"formula": "C4H9N3O", "method": "ωB97M-V/def2-TZVPD", "relative_energy_ev": 8.504, "e_lumo_ev": 0.4, "total_energy_ha": -397.03814, "largest_force_ev_per_a": 9.7, "homo_lumo_gap_ha": 0.328, "elements": ["C", "C", "C", "C", "H", "H", "H", "H", "H", "H", "H", "H", "H", "N", "N", "N", "O"], "positions_angstrom": [[-0.03694, 2.33729, 0.50472], [-0.16080, 1.87736, -0.84286], [0.04272, -0.46753, 0.05741], [0.21992, -2.75706, 0.61410], [0.89530, 1.72144, 1.05714], [-0.97397, 2.55219, 1.16448], [0.30358, 3.52193, 0.57268], [0.60991, 2.30503, -1.53327], [-1.28497, 2.00611, -1.31904], [-0.22319, -1.01758, -1.96235], [-0.19922, -0.04730, 0.99696], [-0.56668, -3.72566, 0.22338], [0.33100, -4.01733, 1.96953], [-0.14844, 0.37180, -0.88601], [0.14394, -1.78097, -0.27434], [0.79112, -2.82201, 1.98664], [0.25670, -0.05773, -2.32918]]}


No. 10
{"formula": "C4H9N3O", "method": "ωB97M-V/def2-TZVPD", "relative_energy_ev": 6.043, "smiles": "C/N=C/N(O)/C=N/C", "e_lumo_ev": 0.7, "total_energy_ha": -397.12858, "largest_force_ev_per_a": 7.3, "homo_lumo_gap_ha": 0.352, "elements": ["C", "N", "C", "N", "O", "C", "N", "C", "H", "H", "H", "H", "H", "H", "H", "H", "H"], "positions_angstrom": [[2.77586, -1.09484, -0.07593], [1.52028, -0.42784, 0.14362], [1.31458, 0.82961, 0.04707], [0.03094, 1.32280, 0.39192], [-0.23445, 2.70072, -0.34968], [-1.22439, 0.59885, 0.08192], [-1.26110, -0.75489, -0.19743], [-2.76716, -1.21609, 0.00519], [3.68511, -0.55891, -0.73634], [3.09195, -1.40898, 0.90833], [2.64378, -1.97524, -0.72621], [2.07533, 1.59907, -0.15160], [-0.54609, 3.12841, 0.56113], [-2.13197, 1.38178, 0.09447], [-3.49342, -0.49658, -0.19740], [-2.69875, -1.62711, 1.03285], [-2.78049, -2.00076, -0.83194]]}


No. 11
{"formula": "C4H9N3O", "method": "ωB97M-V/def2-TZVPD", "relative_energy_ev": 5.623, "e_lumo_ev": 0.8, "total_energy_ha": -397.14402, "largest_force_ev_per_a": 0.5, "homo_lumo_gap_ha": 0.369, "elements": ["C", "N", "C", "C", "N", "C", "O", "N", "H", "H", "H", "H", "H", "H", "H", "H", "H"], "positions_angstrom": [[0.97741, -0.63856, 0.65437], [-1.30146, 0.12137, 0.25278], [-0.23951, 0.16506, 1.11466], [1.50261, -0.29046, -0.65938], [-2.47328, 0.86227, 0.45704], [2.17685, 0.17744, -1.61712], [0.07901, -0.91538, -1.97670], [-0.16004, 0.73417, 2.25648], [0.01907, -1.86598, -2.15002], [-1.14537, -0.20037, -0.70018], [-2.97811, 0.50237, 1.26008], [-2.25835, 1.84427, 0.61226], [-1.02484, 1.21503, 2.50277], [0.75837, -1.70782, 0.70377], [1.77442, -0.42951, 1.37449], [3.09030, 0.73541, -1.72332], [1.20293, -0.30932, -2.36199]]}


No. 12
{"formula": "C4H9N3O", "method": "ωB97M-V/def2-TZVPD", "relative_energy_ev": 4.718, "smiles": "C[C@H]1CN1/N=C/NO", "e_lumo_ev": 1.1, "total_energy_ha": -397.17726, "largest_force_ev_per_a": 2.4, "homo_lumo_gap_ha": 0.369, "elements": ["C", "C", "C", "N", "N", "C", "N", "O", "H", "H", "H", "H", "H", "H", "H", "H", "H"], "positions_angstrom": [[-0.71535, -2.49920, 0.56680], [0.21467, -1.39231, 0.12549], [0.65403, -1.12687, -1.21252], [-0.44035, -0.27254, -0.62345], [0.16506, 0.90642, -0.20873], [-0.52708, 1.96129, -0.21618], [0.01465, 3.21302, 0.14413], [1.26479, 3.13880, 0.71954], [-1.19781, -2.21987, 1.49383], [-1.43895, -2.76569, -0.27096], [-0.08636, -3.41548, 0.71311], [0.90238, -1.04367, 0.94355], [1.59082, -0.64778, -1.35010], [0.30700, -1.80034, -2.03762], [-1.55627, 2.11933, -0.49394], [-0.57667, 3.63552, 0.88014], [1.42544, 2.20936, 0.82692]]}